Entry 1:
A 5-piece molecular cluster, C25H39Br12N2O2PS overall at a distorted geometry. Source: the Open Molecules 2025 dataset; level of theory: the ωB97M-V functional and the def2-TZVPD basis.

Geometry as ORCA input:
```
! wB97M-V def2-TZVPD RIJCOSX def2/J DEFGRID3
* xyz 0 1
C 2.106 -3.151 -2.408
P 1.111 -3.184 -4.038
C 1.804 -1.995 -5.361
C -0.760 -2.833 -3.668
C -1.714 -4.204 -3.581
C -3.308 -4.032 -3.240
S -4.528 -5.448 -3.109
C -3.882 -2.511 -3.029
C -2.957 -1.125 -3.107
N -3.673 0.170 -2.848
C -2.701 1.306 -3.007
C -1.126 1.177 -3.391
C -0.253 2.592 -3.562
C 0.778 2.872 -2.317
O 2.117 2.445 -2.754
C 2.544 1.253 -2.004
O 2.976 1.455 -0.736
N -0.432 -0.139 -3.597
C -1.377 -1.298 -3.452
H 1.570 -3.864 -1.615
H 2.022 -2.059 -1.976
H 3.201 -3.501 -2.629
H 1.863 -0.929 -4.870
H 2.887 -2.353 -5.635
H 1.153 -2.017 -6.339
H -1.305 -5.294 -3.737
H -5.020 -5.790 -4.379
H -5.046 -2.394 -2.812
H -3.134 2.406 -2.860
H 0.233 2.645 -4.629
H -1.055 3.475 -3.531
H 0.824 4.053 -2.150
H 0.428 2.423 -1.291
H 2.479 0.166 -2.480
Br -1.658 4.433 -0.926
C -2.836 5.966 -1.186
C -4.194 5.533 -1.687
Br -4.138 5.084 -3.584
H -2.322 6.652 -1.864
H -2.919 6.431 -0.200
H -4.913 6.354 -1.610
H -4.591 4.658 -1.164
Br 1.180 -5.047 0.652
C 1.452 -3.972 2.256
C 0.601 -2.724 2.229
Br 1.357 -1.379 1.036
H 2.524 -3.765 2.324
H 1.159 -4.620 3.086
H 0.580 -2.250 3.214
H -0.425 -2.905 1.896
Br 0.142 -2.750 6.168
C -1.036 -1.218 5.908
C -2.394 -1.651 5.408
Br -2.338 -2.099 3.510
H -0.522 -0.531 5.230
H -1.119 -0.753 6.895
H -3.113 -0.830 5.484
H -2.791 -2.525 5.930
Br -0.529 7.044 1.157
C 0.364 6.058 2.583
C 1.820 5.820 2.255
Br 2.025 4.385 0.951
H -0.202 5.135 2.736
H 0.267 6.690 3.470
H 2.364 5.480 3.140
H 2.321 6.700 1.842
Br -2.549 -6.354 2.994
C -1.422 -6.379 4.585
C -2.232 -6.679 5.825
Br -3.244 -5.114 6.402
H -0.905 -5.416 4.626
H -0.690 -7.172 4.403
H -1.576 -6.919 6.666
H -2.952 -7.491 5.687
Br 4.317 2.821 0.367
C 6.061 3.245 -0.396
C 7.071 3.554 0.684
Br 6.803 5.345 1.409
H 5.910 4.069 -1.099
H 6.353 2.349 -0.952
H 8.084 3.562 0.274
H 7.031 2.859 1.528
*
```

Molar mass in u: 1421.5
Gap between HOMO and LUMO in eV: 6.3
Energy above the lowest of the compared OMol25 structures with the same formula, charge and spin in kcal/mol: 277.9

And the Löwdin charges, in e, turn out to be:
1. C -0.353
2. P 0.797
3. C -0.356
4. C -0.273
5. C -0.057
6. C -0.549
7. S 0.614
8. C -0.005
9. C -0.150
10. N 0.045
11. C -0.032
12. C -0.124
13. C -0.132
14. C -0.262
15. O -0.143
16. C -0.108
17. O -0.403
18. N 0.081
19. C -0.134
20. H -0.038
21. H -0.001
22. H 0.057
23. H 0.016
24. H 0.046
25. H 0.058
26. H 0.092
27. H -0.129
28. H 0.101
29. H 0.050
30. H 0.132
31. H 0.069
32. H 0.098
33. H 0.116
34. H 0.148
35. Br 0.695
36. C -0.689
37. C -0.678
38. Br 0.627
39. H 0.062
40. H 0.009
41. H 0.060
42. H 0.057
43. Br 0.658
44. C -0.669
45. C -0.762
46. Br 0.644
47. H 0.057
48. H 0.043
49. H -0.009
50. H -0.017
51. Br 0.623
52. C -0.665
53. C -0.676
54. Br 0.697
55. H 0.057
56. H 0.060
57. H 0.062
58. H -0.035
59. Br 0.645
60. C -0.671
61. C -0.653
62. Br 0.619
63. H 0.056
64. H 0.057
65. H 0.065
66. H 0.059
67. Br 0.602
68. C -0.695
69. C -0.672
70. Br 0.647
71. H 0.015
72. H 0.062
73. H 0.060
74. H 0.055
75. Br 0.775
76. C -0.622
77. C -0.698
78. Br 0.586
79. H 0.059
80. H 0.063
81. H 0.053
82. H 0.052

Entry 2:
C5H5NO as an isolated structure at a distorted geometry. Source: the Open Molecules 2025 dataset; level of theory: the ωB97M-V functional and the def2-TZVPD basis.

Geometry as ORCA input:
```
! wB97M-V def2-TZVPD RIJCOSX def2/J DEFGRID3
* xyz 0 1
N -1.651 0.597 2.001
C -1.091 1.118 1.159
C -0.242 1.139 0.017
O 1.123 0.905 0.442
C 1.168 -0.268 -0.394
C 0.158 -1.273 -0.009
C -0.268 -0.119 -0.850
H -0.337 2.088 -0.515
H 2.093 -0.430 -0.941
H 0.197 -2.240 -0.501
H -0.444 -1.298 1.445
H -0.738 -0.189 -1.824
*
```

Molar mass in u: 95.1
Gap between HOMO and LUMO in eV: 10.9
Energy above the lowest of the compared OMol25 structures with the same formula, charge and spin in kcal/mol: 109.7

And the natural (NBO) charges, in e, turn out to be:
1. N -0.284
2. C 0.258
3. C -0.010
4. O -0.482
5. C 0.076
6. C -0.383
7. C -0.288
8. H 0.222
9. H 0.213
10. H 0.235
11. H 0.207
12. H 0.236

Entry 3:
One molecule with the formula CH3NO at a distorted geometry. Source: the Open Molecules 2025 dataset; level of theory: the ωB97M-V functional and the def2-TZVPD basis.

Geometry as ORCA input:
```
! wB97M-V def2-TZVPD RIJCOSX def2/J DEFGRID3
* xyz 0 1
C 0.580 -0.329 -0.028
N -0.554 0.387 -0.043
O 1.702 0.120 -0.051
H 0.348 -1.306 0.168
H -1.371 -0.179 -0.297
H -0.704 1.306 0.252
*
```

Molar mass in u: 45.0
Gap between HOMO and LUMO in eV: 11.0
Energy above the lowest of the compared OMol25 structures with the same formula, charge and spin in kcal/mol: 9.8
SMILES string: NC=O

And the natural (NBO) charges, in e, turn out to be:
1. C 0.519
2. N -0.823
3. O -0.581
4. H 0.098
5. H 0.384
6. H 0.403

Entry 4:
C26H32ClFGdN2O2 as an isolated structure at a distorted geometry. Source: the Open Molecules 2025 dataset; level of theory: the ωB97M-V functional and the def2-TZVPD basis.

Geometry as ORCA input:
```
! wB97M-V def2-TZVPD RIJCOSX def2/J DEFGRID3
* xyz -1 8
Gd 0.153 0.007 0.039
Cl 2.190 -0.038 -1.335
N 0.391 2.056 0.057
N 0.326 -2.047 0.079
C -0.106 2.833 -0.826
C -0.166 -2.816 -0.814
C 1.344 2.876 0.894
C 1.619 4.016 -0.084
C 2.610 2.154 1.291
C 0.582 3.393 2.109
H 3.110 1.730 0.426
H 2.386 1.353 1.988
H 3.280 2.857 1.786
H -0.284 3.980 1.805
H 1.236 4.031 2.704
H 0.242 2.567 2.722
C 1.236 -2.883 0.947
C 1.500 -4.044 -0.010
C 0.435 -3.360 2.152
C 2.518 -2.195 1.356
H 3.036 -1.788 0.495
H 3.164 -2.918 1.856
H 2.312 -1.390 2.053
H -0.442 -3.925 1.838
H 0.108 -2.518 2.749
H 1.057 -4.010 2.768
O 0.334 -4.061 -0.882
H 1.567 -5.008 0.484
H 2.374 -3.874 -0.638
O 0.428 4.061 -0.923
H 2.469 3.810 -0.735
H 1.731 4.983 0.395
C -1.249 2.517 -1.696
C -1.273 -2.486 -1.724
C -1.147 -1.184 -2.469
H -2.179 -2.438 -1.111
H -1.403 -3.319 -2.402
C -0.859 0.016 -1.813
C -1.140 1.224 -2.459
H -1.390 0.026 0.271
C -1.456 1.239 -3.824
C -1.564 0.031 -4.494
C -1.696 2.511 -4.585
C -1.464 -1.183 -3.836
H -1.782 0.037 -5.554
C -1.713 -2.446 -4.609
H -1.834 -2.224 -5.666
H -2.619 -2.959 -4.283
H -0.889 -3.154 -4.520
H -2.602 3.024 -4.258
H -1.815 2.299 -5.645
H -0.871 3.216 -4.486
H -1.407 3.357 -2.360
H -2.130 2.457 -1.049
F -1.427 -0.084 6.568
C -1.061 -0.056 5.263
C 0.286 -0.003 4.918
C 0.668 0.023 3.574
C -0.296 -0.001 2.537
C -1.652 -0.055 2.915
C -2.030 -0.082 4.262
H 1.042 0.015 5.694
H 1.720 0.056 3.402
H -2.431 -0.082 2.169
H -3.078 -0.125 4.528
*
```

Molar mass in u: 616.3
Gap between HOMO and LUMO (alpha / beta) in eV: 5.7 / 5.7
Expectation value of S²: 16.03

And the Löwdin charges, in e, turn out to be:
1. Gd 0.760
2. Cl -0.013
3. N -0.034
4. N -0.035
5. C -0.346
6. C -0.345
7. C -0.501
8. C -0.070
9. C -0.046
10. C -0.010
11. H 0.031
12. H 0.055
13. H 0.091
14. H 0.093
15. H 0.087
16. H 0.066
17. C -0.500
18. C -0.072
19. C -0.009
20. C -0.044
21. H 0.032
22. H 0.091
23. H 0.055
24. H 0.094
25. H 0.065
26. H 0.087
27. O 0.033
28. H 0.127
29. H 0.134
30. O 0.034
31. H 0.134
32. H 0.127
33. C -0.049
34. C -0.047
35. C -0.199
36. H 0.145
37. H 0.103
38. C -0.288
39. C -0.199
40. H -0.072
41. C -0.231
42. C -0.036
43. C -0.065
44. C -0.231
45. H 0.098
46. C -0.066
47. H 0.065
48. H 0.078
49. H 0.079
50. H 0.078
51. H 0.065
52. H 0.078
53. H 0.103
54. H 0.143
55. F 0.012
56. C -0.309
57. C -0.053
58. C -0.191
59. C -0.252
60. C -0.164
61. C -0.049
62. H 0.096
63. H 0.047
64. H 0.046
65. H 0.095

Question: Among the records above, which one has the lowest molar mass?
Answer: CH3NO

Question: Which formula does entry 2 have?
Answer: C5H5NO

Question: The lowest molar mass belongs to which entry?
Answer: CH3NO